Entry from the OMol25 dataset: a structure of composition C26H39AsIrN4O3PS2 in a non-equilibrium geometry (ωB97M-V/def2-TZVPD).

Values from the calculation:
energy	-4936.01451	Eh
energy above the lowest of the compared OMol25 structures with the same formula, charge and spin	38.12	kcal/mol
multiplicity	5
orbital gap (spin up / spin down)	0.27581 / 0.15594	Eh
net charge	+2

The geometry in XYZ format:
```
77
Properties=species:S:1:pos:R:3:lowdin_spin:R:1
Ir -0.41198 0.97312 -0.21003 2.1144
As 0.46266 0.49736 -2.56529 0.1239
S 1.84341 3.16663 -0.10561 0.0169
S 1.59241 -1.46778 0.23984 0.0242
P -2.53211 1.69525 0.12451 0.1615
O 2.98010 -1.06256 0.11674 0.0123
O 0.99552 -1.76972 -1.05068 0.0493
O 0.38632 3.02750 0.36309 0.1274
N 1.82057 -0.54154 3.11283 0.0098
N 1.28890 -6.93781 2.57727 0.3299
N -0.03995 0.76400 2.89204 0.0314
N 0.64044 -0.56976 1.13927 0.1243
C -1.86341 -0.98386 -3.65934 0.0021
C 1.94043 -0.23759 4.39605 0.0004
C 2.72896 -3.80825 1.20474 -0.0095
C 0.13008 -4.85807 1.87063 0.1770
C 2.41755 4.03635 2.34716 0.0010
C 1.15154 0.69775 5.02700 0.0040
C -4.56589 -1.28313 -4.10923 0.0001
C -3.94776 -2.02714 -3.15373 0.0003
C -2.60956 -1.94703 -2.91838 0.0012
C 2.57232 4.50331 0.89588 0.0107
C 3.11673 2.63997 2.29626 0.0009
C -2.80391 3.02515 -1.06332 0.0373
C 2.67020 -5.17573 1.64880 0.1349
C 0.10076 1.12551 4.22434 0.0009
C -0.02637 2.01270 -3.77498 0.0235
C 1.35974 -5.68233 1.97412 0.1361
C -2.50405 -0.22705 -4.69400 0.0001
C 2.68428 1.95220 0.91396 0.0052
C -2.82429 2.55871 1.71196 0.0339
C 2.32561 0.19281 -3.03949 0.0363
C 0.86240 -0.04317 2.45819 0.0105
C -0.38851 -0.89039 -3.55523 0.0125
C 1.53698 -3.09223 1.02522 0.1960
C -3.84631 0.44758 0.19892 0.0285
C -3.85441 -0.36293 -4.87101 0.0004
C 0.26820 -3.47987 1.42365 -0.0187
H -2.88004 1.83340 2.53052 0.0002
H -0.01589 -1.81805 -3.24106 -0.0001
H -2.08450 -2.64735 -2.27488 0.0001
H 1.41687 4.04981 2.83984 0.0002
H 3.62808 4.47353 0.55283 0.0012
H 3.75769 -3.47585 1.02768 -0.0033
H 1.95908 1.23174 1.04740 0.0031
H 4.18676 2.79861 2.25266 0.0001
H 0.39175 -7.23919 2.84341 0.0065
H 2.39601 -0.03710 -4.14805 0.0053
H -4.83665 0.84551 -0.05207 0.0046
H 3.12228 4.65738 2.89316 0.0003
H 3.72362 -5.72128 1.74641 0.0011
H -0.71250 1.71298 4.65771 0.0000
H 2.78627 -0.56731 -2.45000 0.0001
H -3.80772 3.05636 1.70118 0.0058
H -5.58545 -1.50152 -4.32671 0.0000
H 2.10571 5.47898 0.70154 0.0001
H 2.92685 1.14812 -2.93311 -0.0001
H 3.50774 1.44610 0.46796 -0.0001
H 1.24923 0.96908 6.11783 0.0003
H -2.03118 3.30772 1.76921 0.0008
H -0.90589 -5.08194 2.08846 0.0059
H -2.17333 3.86526 -0.87012 0.0007
H -0.73954 -2.97389 1.40611 -0.0037
H 2.73149 -0.71559 5.06483 0.0000
H 0.26096 1.69293 -4.74312 0.0032
H -4.44872 0.13086 -5.61147 0.0000
H -3.68600 -0.09401 1.14841 0.0006
H -4.43408 -2.82029 -2.64840 0.0000
H -0.06226 -0.68157 -4.55923 0.0019
H -2.67555 2.67416 -2.12852 0.0017
H 2.89142 1.96815 3.14225 0.0001
H -1.83026 0.34283 -5.38449 0.0001
H -3.78535 3.40073 -0.85925 0.0062
H 2.17331 -7.50847 2.67099 0.0031
H -3.72411 -0.31732 -0.57144 0.0032
H -1.05020 2.36835 -3.77081 0.0000
H 0.59653 2.88020 -3.50976 0.0000
```

***

Entry from the OMol25 dataset: a structure of composition C26H39Br2N6Y (ωB97M-V/def2-TZVPD).

Values from the calculation:
energy	-6528.70901	Eh
energy above the lowest of the compared OMol25 structures with the same formula, charge and spin	0.00	kcal/mol
orbital gap	0.27900	Eh
net charge	+2

The geometry in XYZ format:
```
74
Properties=species:S:1:pos:R:3:nbo_charge:R:1
Y 0.01676 0.47082 0.97778 1.7931
Br -0.05949 0.08611 4.13108 0.1835
Br -2.04703 2.10675 2.74807 0.1807
N 3.29400 -0.57660 2.29900 -0.7621
N 0.29863 2.74585 0.18905 -0.5870
N 3.76659 2.33402 -0.42910 -0.5102
N 5.82425 1.45431 -0.92017 -0.7069
N 2.34974 1.12129 1.02974 -0.7612
N 4.59356 0.41198 0.70300 -0.5410
C -3.72871 -2.70255 -0.13381 -0.6001
C 2.64051 2.14779 0.18644 0.4730
C 0.83361 5.30330 -0.75479 -0.1064
C -1.70939 -0.08123 -0.85601 -0.4524
C 0.28513 -1.12039 -0.98404 -0.4515
C -1.76693 -1.18121 0.05741 -0.0806
C -1.07286 1.82454 -3.10450 -0.5964
C -0.15510 0.63212 -2.84613 -0.0910
C 1.30748 1.07146 -2.92862 -0.5917
C -0.75438 -4.31352 0.60393 -0.6069
C 1.55903 3.14290 -0.06039 0.1567
C -3.10843 -1.56703 0.69969 -0.0955
C 0.12159 -3.05982 0.69550 -0.0510
C -4.10367 -0.39884 0.62545 -0.5935
C -1.17686 1.63501 4.40870 -0.4988
C -0.47577 -0.06670 -1.53457 -0.0403
C -0.48839 -1.84283 -0.02299 -0.1818
C 0.40535 -2.72323 2.16318 -0.6015
C 1.47208 -3.42604 0.06249 -0.6030
C -0.41090 -0.41666 -3.94515 -0.5962
C -0.68955 3.61402 -0.05763 0.0709
C 4.71620 1.38275 -0.20764 0.6192
C -3.01699 -1.97482 2.17258 -0.5930
C 1.86618 4.40506 -0.53324 -0.1840
C 3.43615 0.34553 1.32017 0.6337
C -0.46858 4.89812 -0.51640 -0.2094
H -4.36994 -0.14939 -0.40102 0.2184
H 1.51762 1.91405 -2.26832 0.1906
H 4.13472 -1.08197 2.53974 0.4334
H -1.43495 -0.79033 -3.90163 0.2184
H 1.87538 -4.30293 0.56877 0.2308
H -1.68668 -4.23036 1.15384 0.2108
H 1.99318 0.25714 -2.68514 0.2070
H 6.56269 0.78697 -0.76700 0.4322
H 0.26538 -1.26702 -3.84491 0.2131
H -2.12125 1.52555 -3.14867 0.2182
H -0.21099 -5.16354 1.01945 0.2276
H -2.60083 -1.16646 2.78542 0.1850
H -0.25284 0.02655 -4.92965 0.2260
H -3.12924 -3.60734 -0.13518 0.2193
H -1.30879 5.55533 -0.68937 0.2560
H -0.98929 -4.54668 -0.43531 0.2279
H -3.73112 0.50191 1.11784 0.1872
H -1.70198 3.26371 0.10221 0.2170
H -0.56373 2.46634 4.73068 0.2596
H 1.53984 1.39653 -3.94363 0.2352
H -1.94358 1.36864 5.12542 0.2704
H 0.87483 -3.57062 2.66810 0.2484
H -4.71444 -2.95323 0.26259 0.2261
H 1.14627 -1.90920 2.23620 0.1770
H 1.04377 6.30145 -1.11476 0.2547
H -4.01767 -2.18115 2.55425 0.2365
H -0.96670 2.59745 -2.34247 0.1897
H -3.85694 -2.38416 -1.16961 0.2185
H 5.94683 2.19836 -1.58655 0.4299
H 2.21057 -2.62627 0.16455 0.1983
H -0.82567 2.27813 -4.06507 0.2331
H -5.02407 -0.68752 1.13263 0.2349
H -2.53238 0.58387 -1.06650 0.2587
H 2.69270 -0.34522 3.07305 0.4030
H -2.42527 -2.86972 2.33787 0.2130
H -0.48903 -2.45615 2.72140 0.2210
H 2.89909 4.65814 -0.72034 0.2671
H 1.37093 -3.67140 -0.99500 0.2274
H 1.26972 -1.40171 -1.32199 0.2613
```

***

Entry from the OMol25 dataset: a structure of composition C26H39CuNOP2S2 (ωB97M-V/def2-TZVPD).

Values from the calculation:
energy	-4263.79474	Eh
orbital gap	0.24687	Eh
net charge	-1

The geometry in XYZ format:
```
72
Properties=species:S:1:pos:R:3:lowdin_charge:R:1
Cu -0.00658 -0.19702 -0.04008 0.0262
S -0.14611 -2.98479 -1.16143 0.5265
S -1.31558 -5.40758 0.13929 0.4900
P -2.23858 0.08134 0.18259 1.0451
P 2.23418 0.03349 0.15422 1.0510
O 1.25911 -4.91553 -0.27538 -0.2914
N -0.01882 1.94388 -0.01259 -0.0296
C -3.25095 -0.83830 -2.19073 -0.1232
C 2.38212 -1.95839 2.08036 -0.1254
C -3.61037 3.65550 -1.34524 -0.1228
C -3.76650 -2.21186 -0.15191 -0.1258
C -2.77891 0.10086 1.96150 -0.5310
C 2.35360 1.84036 0.35010 -0.2970
C -3.57384 2.38827 -0.78854 -0.1221
C 3.40450 -0.34955 -1.23262 -0.5378
C -0.03601 -4.50341 -0.44209 -1.3783
C 3.61372 3.84459 0.88771 -0.1259
C -2.38036 1.80940 -0.36688 -0.2907
C 1.21138 3.93913 0.72059 -0.0495
C -4.14112 0.74469 2.19963 -0.1161
C 3.48088 -1.86142 -1.45653 -0.1243
C 1.13368 2.58144 0.31318 -0.2962
C -1.69982 0.80038 2.79112 -0.1246
C 3.03159 -0.61786 1.71739 -0.5165
C 1.52814 -6.16937 0.33150 -0.1637
C -2.41097 4.33906 -1.52812 -0.1090
C -1.21481 3.79522 -1.11218 -0.0466
C 3.55846 2.49304 0.59328 -0.1146
C 2.87359 0.35437 -2.48341 -0.1192
C 4.55355 -0.74133 1.70376 -0.1170
C -3.60870 -0.79329 -0.70174 -0.5485
C 2.41647 4.55036 0.98752 -0.1112
C -1.15735 2.53755 -0.46236 -0.2989
H -1.63568 1.85685 2.51920 0.0769
H 2.47931 -2.28165 -1.56774 0.0140
H -2.81726 -0.95386 2.25046 0.1018
H -4.55103 4.09405 -1.65428 0.0866
H 1.20526 -6.99036 -0.31275 0.0745
H -2.81133 -2.74051 -0.17657 0.0117
H 1.01525 -6.26697 1.28740 0.0517
H -4.04265 -1.34134 -2.75110 0.0757
H 4.39418 0.04742 -0.98487 0.0979
H -3.11038 0.15924 -2.61058 0.0657
H 2.75397 -2.31581 3.04491 0.0738
H 1.29704 -1.86244 2.14103 0.0572
H -0.29193 4.32574 -1.30320 0.0993
H -2.32716 -1.40706 -2.32281 0.0365
H 4.87847 -1.47901 0.96867 0.0607
H 2.82440 1.43564 -2.34694 0.0685
H -1.93908 0.72989 3.85536 0.0732
H 4.90072 -1.07252 2.68590 0.0753
H -4.54051 -0.23787 -0.56168 0.0828
H -4.94028 0.21728 1.67544 0.0655
H 5.04404 0.20582 1.48249 0.0518
H 2.43525 5.59550 1.27670 0.0944
H -4.14419 -2.21995 0.87296 0.0635
H 4.05020 -2.08072 -2.36421 0.0765
H 3.96428 -2.37525 -0.62384 0.0527
H 3.51697 0.14027 -3.34007 0.0740
H 1.86846 -0.00877 -2.71409 0.0760
H -4.50128 1.83517 -0.69744 0.0932
H 2.74697 0.12346 2.47041 0.1057
H 0.29286 4.49960 0.83280 0.0993
H -4.12984 1.78407 1.86682 0.0688
H 2.60824 -6.21431 0.47280 0.0788
H -0.71694 0.35447 2.62303 0.0535
H 4.56385 4.33561 1.05700 0.0856
H 2.59687 -2.71693 1.32427 0.0662
H 4.48641 1.93462 0.54930 0.0821
H -4.37522 0.73270 3.26780 0.0732
H -2.41629 5.31081 -2.00975 0.0943
H -4.46978 -2.77096 -0.77387 0.0791
```

***

The lowest energy belongs to which entry? C26H39Br2N6Y